# 1
Formula: C9H9O4S
Source: the Open Molecules 2025 dataset
Level of theory: the ωB97M-V functional and the def2-TZVPD basis

```
23
Properties=species:S:1:pos:R:3:forces:R:3:nbo_charge:R:1
C -2.5425 -1.7784 0.1788 0.2 1.2 -1.0 -0.226
C -2.2814 -0.9157 -0.9304 -0.9 -1.7 1.2 -0.196
C -1.9334 -1.4476 1.3923 -0.7 -1.9 1.4 -0.201
C -1.4525 0.1749 -0.7936 -0.8 0.3 -2.3 -0.264
C -1.0813 -0.4068 1.5334 -0.2 0.7 -1.7 -0.208
C -0.8682 0.4056 0.4140 2.1 2.0 1.8 -0.008
C 2.1533 2.6660 -0.2497 2.1 -1.0 1.3 -0.371
C 1.1297 1.7805 -0.3297 0.5 1.6 -1.0 -0.310
C -0.0008 1.6870 0.5968 -2.1 -0.5 -0.4 0.523
O 1.6687 -1.8197 -1.5515 0.9 -1.0 1.5 -0.983
O 3.5282 -0.4515 -0.2341 0.6 -0.3 -0.5 -1.021
O 1.9639 -1.9169 0.9947 0.4 0.4 -1.1 -1.016
O -0.4069 2.5420 1.3635 0.8 -0.2 0.0 -0.549
S 2.1448 -0.8864 -0.0636 -1.4 -0.7 1.1 1.683
H -3.2248 -2.6129 0.0311 0.2 0.1 0.3 0.207
H -2.7667 -1.1056 -1.8847 0.1 -0.1 0.2 0.199
H -1.9921 -1.9610 2.3968 -0.7 -0.3 -1.7 0.206
H -1.3986 0.7999 -1.7560 0.5 -0.5 1.9 0.216
H -0.6644 -0.3453 2.5080 0.8 0.9 0.3 0.227
H 3.0968 2.2590 -0.7022 -1.0 0.9 -0.6 0.222
H 2.4823 3.4258 0.5547 -1.5 -1.4 -1.0 0.201
H 1.0387 1.1356 -1.2315 0.4 0.4 1.1 0.223
H 1.4072 -1.2285 -2.2371 -0.2 1.0 -0.7 0.443
```
Forces are in eV/Å.

Summary:
HOMO-LUMO gap ... 0.25738 Eh
Net charge ... -1
Highest occupied orbital energy ... -0.145 Ha

***

# 2
Formula: C3H8O
Source: the Open Molecules 2025 dataset
Level of theory: the ωB97M-V functional and the def2-TZVPD basis

```
12
Properties=species:S:1:pos:R:3:forces:R:3:nbo_charge:R:1
C -1.4801 0.3653 -0.0200 0.0 0.0 0.0 -0.612
C -0.0243 0.3307 -0.4895 0.1 0.1 -0.1 -0.526
C 1.0298 0.4431 0.5841 0.3 0.0 -0.1 0.457
O 2.1831 0.1097 0.4467 -0.5 0.3 0.2 -0.527
H -1.5870 0.9419 0.9065 0.0 0.0 -0.1 0.207
H -1.8938 -0.6323 0.1634 0.2 0.1 0.0 0.214
H -2.1070 0.8432 -0.7779 0.0 -0.1 0.1 0.218
H 1.0687 -2.3629 -0.0914 0.0 -0.2 0.0 -0.039
H 0.1858 -0.5170 -1.1483 0.1 0.2 0.2 0.240
H 0.7005 0.9576 1.5127 0.0 -0.1 0.0 0.102
H 0.1969 1.2330 -1.0745 -0.1 0.0 -0.1 0.237
H 1.6526 -1.9071 -0.0330 -0.1 -0.3 0.0 0.029
```
Forces are in eV/Å.

Summary:
HOMO-LUMO gap ... 0.40050 Eh
Highest occupied orbital energy ... -0.364 Ha
SMILES ... [H][H].CCC=O

***

# 3
Formula: C3H8I2Si
Source: the Open Molecules 2025 dataset
Level of theory: the ωB97M-V functional and the def2-TZVPD basis

```
14
Properties=species:S:1:pos:R:3:forces:R:3:nbo_charge:R:1
C 1.1811 -1.2087 -0.1738 -0.7 3.0 -0.7 -0.647
C 0.7568 1.0415 1.0168 -0.9 3.9 -2.1 -0.671
C 0.5795 0.2636 -0.2290 -2.8 -0.9 -2.3 -0.236
Si -1.8812 0.0468 -0.8636 2.2 -0.2 1.1 0.616
I -3.2525 1.8859 0.0624 0.2 -0.4 -0.1 -0.196
I -2.3040 -2.1936 0.0314 -0.3 -0.1 0.4 -0.241
H 0.8063 -1.7851 0.6406 -0.4 -0.3 0.6 0.226
H 1.1385 -1.7489 -1.0907 -0.5 -0.3 -0.7 0.223
H 2.2082 -0.9727 -0.0384 1.3 -0.2 0.5 0.213
H 0.1720 0.8212 1.8225 -1.5 -1.4 2.2 0.221
H 0.5004 2.1933 0.9047 0.6 -2.2 -0.3 0.214
H 1.7676 1.0221 1.2701 1.9 -0.1 0.7 0.218
H 0.7032 0.9280 -1.1408 0.6 -1.4 1.0 0.217
H -2.3760 -0.2936 -2.2122 0.2 0.6 -0.2 -0.157
```
Forces are in eV/Å.

Summary:
HOMO-LUMO gap ... 0.30956 Eh
Highest occupied orbital energy ... -0.313 Ha

***

# 4
Formula: C5H7BrClNO2
Source: the Open Molecules 2025 dataset
Level of theory: the ωB97M-V functional and the def2-TZVPD basis

```
17
Properties=species:S:1:pos:R:3:forces:R:3:nbo_charge:R:1
C 0.1595 0.8375 -0.1888 0.9 -0.6 2.7 0.493
C -0.0375 -0.0527 1.0599 -0.1 -0.8 -3.2 -0.302
C 0.0799 -1.5592 0.2199 0.0 3.4 3.9 0.265
C -1.1234 -2.3542 0.6488 0.0 -1.6 1.0 -0.690
C 0.8585 2.8395 -1.3043 -3.3 -3.2 -1.0 -0.263
N 0.2313 0.2114 -1.2534 0.4 -0.9 -2.3 -0.200
O 0.2639 -1.1609 -1.0476 -1.4 -0.7 -2.3 -0.392
O 0.4118 2.1184 -0.0883 -0.3 1.7 0.3 -0.489
Cl -1.6527 0.2119 1.6290 -1.0 0.7 0.8 -0.005
Br 1.8211 -2.2872 0.7173 0.1 -0.6 0.5 -0.013
H 0.6332 0.1339 1.8609 0.7 -0.1 0.5 0.246
H -1.2459 -2.3679 1.7651 0.5 0.4 -0.9 0.242
H -0.9931 -3.4251 0.4498 -0.3 0.3 -0.6 0.237
H -2.0742 -1.9346 0.3019 0.5 -0.3 -0.5 0.250
H 0.1815 3.6586 -1.4967 0.2 0.5 0.5 0.200
H 0.6288 2.0900 -2.1347 1.0 1.3 0.8 0.224
H 1.8574 3.0404 -1.1386 1.9 0.7 -0.1 0.197
```
Forces are in eV/Å.

Summary:
HOMO-LUMO gap ... 0.37313 Eh
Highest occupied orbital energy ... -0.346 Ha
SMILES ... COC1=NO[C@@](C)(Br)[C@@H]1Cl

***

# 5
Formula: C6H9F3N3
Source: the Open Molecules 2025 dataset
Level of theory: the ωB97M-V functional and the def2-TZVPD basis

```
21
Properties=species:S:1:pos:R:3:forces:R:3:nbo_charge:R:1
C 1.4814 -0.6258 -1.0727 -0.4 -5.1 -3.0 -0.475
C 0.2439 0.8319 0.4500 -1.7 -3.2 -0.6 -0.246
C 0.4623 -1.5725 -1.0381 -1.1 0.0 0.2 0.148
C 1.2790 0.4962 -0.3319 0.7 2.6 2.3 0.117
C -1.1147 -0.2960 0.4964 2.8 3.1 1.8 0.247
C -2.3224 0.5114 -0.0973 -1.1 -0.5 -1.5 0.936
N -0.7360 -1.3724 -0.3468 1.3 -0.4 -0.9 -0.587
N -1.3572 -0.7767 1.8436 -0.1 0.7 -1.1 -0.854
N 2.5070 1.4431 -0.2555 0.2 -4.0 0.6 -0.664
F -1.8739 1.3754 -0.9917 0.9 0.7 -0.5 -0.312
F -3.0566 -0.3598 -0.8198 -0.3 -0.4 0.4 -0.325
F -3.1915 1.2095 0.6446 0.9 -0.7 1.0 -0.299
H 2.3244 -0.9965 -1.7434 -0.9 1.4 1.2 0.274
H 0.3314 1.4491 1.3109 -0.2 0.9 0.3 0.223
H 0.4660 -2.5827 -1.5838 0.3 1.9 0.9 0.252
H -1.4086 -2.1160 -0.3133 -0.1 -0.4 -0.3 0.430
H -1.6198 0.0012 2.5051 0.7 -1.8 -0.6 0.415
H -0.7078 -1.5665 2.0496 -0.8 1.5 0.6 0.409
H 2.3112 2.1191 0.3943 -0.6 2.4 2.1 0.430
H 2.5777 1.8441 -1.1340 0.6 1.2 -2.3 0.435
H 3.4041 0.9840 0.0338 -0.9 0.2 -0.5 0.446
```
Forces are in eV/Å.

Summary:
HOMO-LUMO gap ... 0.32164 Eh
Net charge ... +1
Highest occupied orbital energy ... -0.449 Ha
SMILES ... N[C@@]1(C(F)(F)F)C=C([NH3+])C=CN1

***

# 6
Formula: C7H8Cl2OSSi
Source: the Open Molecules 2025 dataset
Level of theory: the ωB97M-V functional and the def2-TZVPD basis

```
20
Properties=species:S:1:pos:R:3:forces:R:3:nbo_charge:R:1
C -0.6217 -1.9850 -2.4283 -0.6 0.8 -1.6 -0.183
C -0.6287 -0.6068 -2.6398 0.9 -0.6 0.2 -0.218
C -0.3648 -2.4728 -1.2074 1.7 -0.6 3.6 -0.226
C -0.2882 0.2328 -1.6188 -0.6 1.3 1.1 -0.173
C -0.0680 -1.6346 -0.0805 -1.2 2.8 -3.8 -0.137
C -0.1063 -0.1602 -0.2738 -0.3 -4.2 -1.0 -0.610
C 0.8149 0.4451 3.5162 -1.2 0.5 -0.4 0.124
O 1.1365 0.7659 2.2328 0.0 -0.8 1.1 -0.844
Si 0.0803 1.0565 1.0012 1.0 1.5 -0.1 1.305
S 0.9984 4.5208 -2.0476 -0.5 -0.6 0.6 -0.120
Cl -0.1060 1.6727 4.4375 -0.4 0.8 -0.2 -0.064
Cl -0.2446 -1.0287 3.6486 0.9 0.1 -0.3 -0.060
H -0.7892 -2.7106 -3.2054 -0.1 0.2 -0.5 0.216
H -0.6711 -0.1348 -3.5883 -0.4 -0.1 -1.0 0.220
H -0.2154 -3.5639 -1.0972 -0.4 0.7 0.1 0.217
H -0.2329 1.2948 -1.8604 0.1 -0.1 0.1 0.209
H 0.1562 -2.0473 0.8318 0.4 -0.9 2.1 0.210
H 1.6946 0.4753 4.0867 1.2 -1.2 0.6 0.208
H -0.7468 2.1172 1.5055 -0.9 0.1 -0.2 -0.168
H 0.2027 3.7635 -1.2130 0.5 0.5 -0.5 0.095
```
Forces are in eV/Å.

Summary:
HOMO-LUMO gap (alpha / beta) ... 0.33057 / 0.15712 Eh
Highest occupied orbital energy (alpha / beta) ... -0.355 / -0.248 Ha

***

# 7
Formula: C18H21N3O2S
Source: the Open Molecules 2025 dataset
Level of theory: the ωB97M-V functional and the def2-TZVPD basis

```
45
Properties=species:S:1:pos:R:3:forces:R:3:nbo_charge:R:1
C -0.7863 1.0701 -7.0968 0.1 -0.2 -0.2 -0.716
C -0.0141 -0.0829 -6.4941 -0.1 0.2 -0.3 0.575
O 0.5670 -0.8849 -7.1968 0.0 0.1 0.0 -0.552
C -0.0034 -0.1902 -5.0241 0.1 -0.2 0.5 -0.228
C -0.6063 0.7313 -4.1689 0.1 -0.2 -0.4 -0.151
C -0.5575 0.5714 -2.8015 0.0 0.1 0.3 -0.258
C 0.0938 -0.5239 -2.2138 -0.1 0.1 -0.3 0.203
C 0.6920 -1.4531 -3.0809 0.1 0.0 0.0 -0.276
C 0.6446 -1.2850 -4.4418 -0.1 0.2 -0.1 -0.115
H 1.1024 -2.0102 -5.0979 0.0 -0.1 0.0 0.236
H 1.1748 -2.3312 -2.6818 0.0 -0.1 0.0 0.214
N 0.1004 -0.7396 -0.8531 -0.2 -0.1 0.1 -0.424
C 1.2657 -1.2753 -0.1797 0.4 0.1 0.2 -0.226
H 1.8742 -1.8659 -0.8589 0.0 0.0 0.0 0.218
H 0.9367 -1.9143 0.6460 0.1 0.0 -0.1 0.218
C 2.1123 -0.1250 0.3875 0.3 -0.5 -0.2 -0.240
N 1.3273 0.6992 1.2860 0.0 0.1 0.2 -0.443
C 1.3203 0.4057 2.6172 0.4 0.1 0.1 0.308
N 0.6741 1.2686 3.4414 -0.3 0.3 -0.4 -0.591
H 0.1927 2.0528 3.0275 0.1 -0.1 0.0 0.387
C 0.2047 0.8813 4.7490 0.0 -0.3 0.1 -0.275
C -1.2601 0.5721 4.7213 -0.1 0.3 0.7 0.263
C -2.2375 0.6828 5.6645 0.6 0.0 -0.4 -0.307
C -3.4303 0.2172 5.0558 0.0 -0.2 -0.5 -0.307
C -3.0907 -0.1358 3.7894 -0.7 0.0 0.5 0.080
O -1.7786 0.0757 3.5742 0.4 0.0 -0.2 -0.414
H -3.6616 -0.5307 2.9729 0.0 -0.1 -0.2 0.203
H -4.4005 0.1584 5.5039 -0.2 0.0 0.0 0.230
H -2.1229 1.0444 6.6653 0.1 0.1 0.2 0.228
H 0.4006 1.6778 5.4721 -0.1 -0.1 0.0 0.218
H 0.7825 -0.0059 5.0386 -0.1 0.3 0.0 0.266
S 2.1726 -0.8689 3.2447 0.3 -0.6 0.2 -0.267
C 0.1721 1.2479 0.5999 -0.5 0.0 -0.1 -0.227
H -0.4431 1.8592 1.2589 0.0 0.0 -0.1 0.202
C -0.6692 0.0801 0.0504 -0.1 0.3 0.1 -0.228
H -1.5744 0.4407 -0.4358 0.0 0.0 0.0 0.216
H -0.9660 -0.5486 0.8991 0.0 0.1 0.0 0.214
H 0.5315 1.8744 -0.2228 -0.1 0.0 0.1 0.208
H 2.9667 -0.5233 0.9345 -0.1 0.1 -0.1 0.255
H 2.4654 0.5113 -0.4304 0.0 0.0 0.0 0.198
H -1.0232 1.3268 -2.1876 0.0 0.0 0.1 0.200
H -1.1123 1.5983 -4.5651 -0.1 0.1 -0.1 0.211
H -0.7279 1.0094 -8.1805 0.0 0.0 0.0 0.238
H -1.8287 1.0263 -6.7891 -0.1 0.1 0.1 0.227
H -0.3628 2.0169 -6.7686 0.0 0.1 0.1 0.227
```
Forces are in eV/Å.

Summary:
HOMO-LUMO gap ... 0.30430 Eh
Highest occupied orbital energy ... -0.287 Ha
SMILES ... CC(=O)c1ccc(N2CCN(C(=S)NCc3ccco3)CC2)cc1

***

Maximum force: 3.42, 0.58, 4.55, 5.17, 5.94, 4.82, 0.88 (eV/A)
Relative energy (zero: lowest compared OMol25 entry of this formula, charge and spin): 185.79, 132.21, 172.58, 49.01, 110.46, 369.62, 213.13 (kJ/mol)